No. 1
24
Properties=species:S:1:pos:R:3 method="wB97M-V/def2-TZVPD" orbital_gap_ev="6.388 / 6.385" homo_energy_ev="-12.37 / -12.37" smiles=c1ccnc[nH+]c2ccncc2cc1 spin_multiplicity=1 charge=+1 fmax_ev_per_a=3.84
C -1.874 1.028 0.518
C -1.573 -0.344 -0.007
C -1.577 -0.493 -1.351
N -1.523 0.687 -2.045
C -0.486 1.397 -1.963
N 0.565 1.056 -1.094
C 0.593 -0.121 -0.332
C 1.085 -1.324 -0.921
C 1.706 -2.256 -0.233
N 2.070 -2.004 1.042
C 1.737 -0.941 1.684
C 0.919 -0.004 1.038
C 0.150 0.862 1.761
C -0.974 1.586 1.373
H -2.676 1.648 0.327
H -1.442 -1.200 0.644
H -1.575 -1.550 -1.901
H -0.298 2.330 -2.585
H 1.235 1.752 -0.937
H 0.875 -1.636 -1.932
H 1.970 -3.190 -0.517
H 1.958 -0.833 2.720
H 0.316 0.994 2.886
H -1.178 2.556 1.826

No. 2
29
Properties=species:S:1:pos:R:3 method="wB97M-V/def2-TZVPD" orbital_gap_ev=8.314 homo_energy_ev=-16.14 spin_multiplicity=1 charge=+2 fmax_ev_per_a=0.64
O 4.164 -2.151 2.333
P 4.336 -1.040 1.418
O 4.875 0.331 1.942
O 5.092 -1.249 0.068
N 2.713 -0.586 0.808
C 2.452 0.636 0.296
C 1.201 0.953 -0.147
C 0.187 -0.007 -0.075
C -1.199 0.308 -0.528
C -1.980 1.218 0.187
C -3.257 1.487 -0.227
N -3.747 0.872 -1.313
N -5.039 1.156 -1.775
C -5.987 0.876 -1.013
S -7.214 0.519 -0.186
C -3.021 0.011 -2.042
C -1.739 -0.289 -1.667
C 0.485 -1.268 0.446
C 1.756 -1.531 0.883
H 4.468 0.593 2.785
H 5.574 -2.095 0.056
H 3.276 1.337 0.263
H 1.008 1.940 -0.544
H -1.612 1.715 1.074
H -3.892 2.193 0.287
H -3.503 -0.412 -2.913
H -1.170 -0.990 -2.264
H -0.261 -2.048 0.524
H 2.035 -2.480 1.323

Summary of molecular weight in u
184.2; 295.3
(order as listed above)